Below is C2H24O18Y as an isolated structure in a non-equilibrium geometry, with properties calculated with wB97M-V/def2-TZVPD.

- E_LUMO: 0.029 Eh
- HOMO: -0.189 Eh
- ΔE to the lowest compared entry with this formula, charge and spin: 52.27 kcal per mole
- Net charge: -1
- Maximum force: 8.904 eV/Å

Structure (XYZ):
```
45
Properties=species:S:1:pos:R:3:mulliken_charge:R:1
Y -2.05247 -1.19504 0.02309 0.856
C 0.41216 -0.20187 -0.01547 1.692
O -0.55650 0.02475 -0.97847 0.048
O 0.72002 0.86191 0.62586 -0.867
O 0.04335 -1.27483 0.55339 -0.557
C -2.03701 -3.68732 -0.80427 0.783
O -1.70509 -2.64844 -1.55406 -0.664
O -2.02217 -3.39093 0.45703 -0.651
O -1.83899 -4.84194 -1.26327 -0.740
O 0.43944 0.72406 3.13941 -0.708
H 0.68751 0.76643 2.18821 0.333
H -0.40325 1.17192 3.25293 0.258
O 0.59072 2.00590 -2.40806 -0.770
H -0.06251 1.70675 -3.04484 0.329
H 0.22933 1.64388 -1.62346 0.104
O 1.84693 -1.66262 2.50753 -0.718
H 2.54454 -2.03367 2.04008 0.322
H 1.18405 -1.39142 1.84302 0.266
O -1.90569 -1.29929 2.40919 -0.342
H -2.14691 -2.01250 2.97950 0.239
H -2.02514 -0.51740 2.97107 0.189
O 3.41485 2.04220 -1.26506 -0.701
H 3.32516 1.31079 -0.61887 0.525
H 2.53018 2.17904 -1.62419 0.290
O 3.37942 0.29127 0.81851 -0.838
H 3.61549 1.08583 1.32741 0.315
H 2.41424 0.38186 0.68663 0.013
O 0.78416 -1.02780 -2.92728 -0.655
H 0.34870 -0.42893 -2.33877 0.183
H 1.25683 -0.46291 -3.55650 0.273
O 1.89165 -2.65795 -0.69968 -0.814
H 1.27470 -2.03922 -0.27921 0.145
H 1.29541 -3.09922 -1.31520 0.330
O 1.71396 3.17533 1.33412 -0.684
H 1.65012 3.75536 0.54871 0.387
H 1.34361 2.36276 0.95670 0.644
O -0.96815 2.82498 -0.05314 -0.781
H -1.31276 2.53772 -0.92445 0.477
H -0.50237 1.99240 0.17051 0.297
O -3.26104 -0.37204 -1.74934 -0.421
H -3.96204 -0.74742 -2.30318 0.257
H -3.18572 0.52417 -2.05673 0.239
O -2.80220 0.85119 0.83977 -0.431
H -3.66577 1.07403 1.19247 0.261
H -2.52076 1.69819 0.53836 0.289
```

Below is C5H7NO as an isolated structure in a non-equilibrium geometry, with properties calculated with wB97M-V/def2-TZVPD.

- E_LUMO: -0.035 Eh
- HOMO: -0.337 Eh
- ΔE to the lowest compared entry with this formula, charge and spin: 103.61 kcal per mole
- Maximum force: 1.152 eV/Å

Structure (XYZ):
```
14
Properties=species:S:1:pos:R:3:mulliken_charge:R:1
C 0.76055 -1.78890 -0.04683 -1.263
C 0.74762 -0.28036 -0.10874 -0.418
C -0.31292 0.49883 0.40215 0.700
C -0.34874 1.89340 -0.11911 -0.478
O -0.79936 1.31248 -1.31032 -0.615
C -1.50779 -0.07271 0.95215 -0.015
N -2.43769 -0.54670 1.45496 -0.389
H 1.23543 -2.14981 0.87304 0.328
H 1.31913 -2.20314 -0.89142 0.340
H -0.25372 -2.19902 -0.08381 0.364
H 1.71874 0.22374 -0.08530 0.383
H 0.18035 0.30297 -1.18838 0.494
H -1.08819 2.55628 0.33816 0.347
H 0.63938 2.37217 -0.15660 0.223
```

Below is a 2-piece molecular cluster, C6H10ClN overall in a non-equilibrium geometry, with properties calculated with wB97M-V/def2-TZVPD.

- E_LUMO (spin up / spin down): 0.004 / 0.003 Eh
- HOMO (spin up / spin down): -0.303 / -0.302 Eh
- ΔE to the lowest compared entry with this formula, charge and spin: 137.18 kcal per mole
- Maximum force: 4.830 eV/Å

Structure (XYZ):
```
18
Properties=species:S:1:pos:R:3:mulliken_charge:R:1
C -1.41637 -0.11122 1.82507 -0.776
C -0.44478 -0.80701 1.22176 -0.402
C 0.87748 -1.00840 -0.99982 -1.051
C -0.46289 -0.70191 -0.28458 -0.295
C 0.46105 0.35419 -0.74491 0.962
C 1.08225 1.41851 0.11195 -1.380
N -0.62400 1.38254 -2.42670 -0.447
Cl 0.39374 1.47683 -3.75194 -0.102
H -1.45902 -0.08824 2.94415 0.240
H -2.01058 0.54410 1.26368 0.333
H 0.49772 -1.23678 1.59164 0.395
H 1.75514 -1.06330 -0.42237 0.291
H 0.89546 -1.68037 -1.76693 0.392
H -1.33041 -0.99590 -0.85491 0.477
H 1.72917 2.08810 -0.47824 0.367
H 1.67522 1.09548 0.98574 0.344
H 0.27507 2.00607 0.39955 0.396
H -0.48956 2.24963 -1.79233 0.256
```

Below is C20H56N5O8V2 as an isolated structure in a non-equilibrium geometry, with properties calculated with wB97M-V/def2-TZVPD.

- E_LUMO (spin up / spin down): -0.235 / -0.221 Eh
- Multiplicity: 4
- HOMO (spin up / spin down): -0.409 / -0.514 Eh
- Net charge: +2
- Expectation value of S²: 3.81
- Maximum force: 5.734 eV/Å

Structure (XYZ):
```
91
Properties=species:S:1:pos:R:3:mulliken_charge:R:1
O -7.94447 18.70586 -22.31189 -0.831
V -9.24270 19.46574 -22.15838 0.672
O -10.69912 17.13096 -18.54189 0.010
V -10.18389 16.26050 -19.75332 0.465
O -10.16203 17.83091 -21.10958 0.315
H -11.10392 18.08213 -21.17492 -0.011
C -14.57427 15.27808 -19.53685 -1.538
C -13.09729 15.48338 -19.07278 0.767
C -12.39810 14.26550 -18.35174 -0.865
O -11.00855 14.56682 -18.16729 -0.110
C -10.26202 13.50494 -17.65974 -0.729
N -12.43284 15.81658 -20.30425 -0.299
H -15.37671 15.33392 -18.80129 0.379
H -14.66256 14.36012 -20.11795 0.365
H -14.86237 16.07739 -20.21965 0.508
H -13.09292 16.34071 -18.39968 -0.192
H -12.52141 13.37948 -18.97454 0.417
H -12.81066 14.24096 -17.34312 0.450
H -9.20301 13.76280 -17.64986 0.135
H -10.27795 12.62037 -18.29644 0.321
H -10.69663 13.35851 -16.67092 0.322
H -13.07914 16.50477 -20.66309 0.154
H -12.51142 15.13443 -21.04493 0.277
C -12.82884 19.93789 -17.75024 -1.515
C -13.02415 20.58175 -19.14467 1.762
C -14.52796 20.83072 -19.54110 -0.901
O -15.09693 21.89366 -18.67020 -0.354
C -16.47432 22.15898 -19.07352 -0.751
N -12.21674 21.80593 -19.34171 -0.625
H -11.81429 19.93307 -17.35179 0.441
H -13.09744 18.88422 -17.67451 0.163
H -13.44503 20.48882 -17.03969 0.404
H -12.59128 19.92248 -19.89707 -0.824
H -14.96876 19.86138 -19.30831 0.379
H -14.77562 21.04503 -20.58074 0.494
H -16.52078 22.77093 -19.97434 0.287
H -16.99802 22.74547 -18.31862 0.269
H -16.98561 21.22257 -19.29671 0.311
H -12.60248 22.41672 -18.63585 0.354
H -11.27942 21.59767 -19.02842 0.154
C -10.51833 16.49160 -25.12665 -1.582
C -9.49407 17.52127 -24.65918 0.268
C -8.52599 18.08822 -25.69403 -0.934
O -7.63181 19.03109 -25.02873 -0.045
C -6.64448 19.40743 -25.98694 -0.929
N -10.23645 18.59151 -24.00007 -0.156
H -11.00606 17.01559 -25.94863 0.421
H -11.26018 16.26731 -24.36020 0.393
H -10.07305 15.58335 -25.53275 0.412
H -8.87886 16.93821 -23.97386 0.135
H -9.13799 18.61847 -26.42367 0.407
H -8.11654 17.16082 -26.09448 0.344
H -6.07734 20.27039 -25.63803 0.271
H -7.09817 19.77554 -26.90714 0.376
H -5.88809 18.62828 -26.08121 0.323
H -11.07858 18.06463 -23.81756 0.222
H -10.54024 19.23696 -24.71507 0.373
C -5.93682 17.04534 -18.21214 -1.489
C -7.35509 16.47567 -18.03065 0.093
C -8.09684 17.10532 -16.89286 -0.876
O -9.24962 16.33135 -16.53157 -0.099
C -9.95295 16.77036 -15.34740 -0.913
N -7.91199 16.76888 -19.28947 0.006
H -5.31819 16.62870 -19.00699 0.452
H -5.40834 17.01352 -17.25936 0.405
H -6.00075 18.12832 -18.31783 0.457
H -7.36870 15.38614 -18.00170 0.154
H -8.38944 18.13535 -17.09669 0.385
H -7.44667 17.08457 -16.01825 0.567
H -10.23209 17.81362 -15.49496 0.311
H -9.23393 16.83212 -14.53052 0.355
H -10.82825 16.20291 -15.03125 0.276
H -7.23401 16.40434 -19.94335 0.183
H -7.74589 17.76389 -19.33929 0.068
C -11.95855 22.92351 -22.76079 -1.478
C -10.88975 21.80031 -22.98285 0.256
C -9.44579 22.25421 -22.90677 -0.954
O -8.55458 21.16705 -23.16814 0.020
C -7.20356 21.64950 -23.27327 -0.941
N -11.04831 20.68085 -22.05749 0.207
H -12.95939 22.51875 -22.61054 0.383
H -11.97319 23.67842 -23.54690 0.416
H -11.85657 23.42791 -21.79991 0.363
H -11.05048 21.39229 -23.98073 0.137
H -9.30224 22.70164 -21.92326 0.466
H -9.40762 23.03116 -23.67031 0.415
H -6.41824 20.89370 -23.28508 0.275
H -6.91090 22.36810 -22.50773 0.358
H -7.13200 22.23438 -24.19027 0.345
H -11.94917 20.29252 -22.29778 0.388
H -11.34809 21.16757 -21.22482 -0.323
```